Record 1
The following is a DFT calculation (the ωB97M-V functional and the def2-TZVPD basis) of one molecule with the formula CH5BN2O3 in a non-equilibrium geometry.

Geometry (Å):
N1 -0.20911 0.71877 2.27309
C1 0.30863 0.64321 1.01312
O1 1.20126 1.37847 0.72145
N2 -0.16501 -0.37777 0.22054
B1 0.22711 -0.57083 -1.19079
O2 1.14456 0.16533 -1.85296
O3 -0.32545 -1.54746 -1.93566
H1 -1.17559 0.53103 2.25797
H2 0.04126 1.66435 2.61324
H3 -1.04258 -0.85913 0.38589
H4 1.23419 0.10091 -2.83722
H5 -1.23926 -1.84689 -1.66867

Summary:
Lowest unoccupied orbital energy in eV: 0.12
Calculated total energy in hartree: -401.3498
SMILES: NC(=O)NB(O)O
HOMO-LUMO gap in eV: 10.07
Energy relative to the best compared isomer or geometry (same formula, charge and spin) in eV: 0.0000

=====

Record 2
The following is a DFT calculation (the ωB97M-V functional and the def2-TZVPD basis) of C14H12Cl2DyN2O4Rh as an isolated structure in a non-equilibrium geometry.

Geometry (Å):
Rh1 -0.39825 0.18893 -5.90286
Dy1 0.15666 0.51949 -3.08680
Cl1 -1.12381 -1.47191 -4.26742
Cl2 -1.27961 2.06449 -4.54610
C1 1.54475 2.56002 -2.49998
C2 0.44118 -1.22890 -6.73492
C3 0.47536 1.41448 -6.97028
O1 2.08000 3.52375 -2.16127
O2 0.84424 -2.14665 -7.31717
O3 1.03619 2.22477 -7.58887
C4 1.04772 -0.33550 3.51035
N1 1.12115 -0.19741 2.06069
N2 0.02384 -0.11335 1.25994
C5 0.45125 -0.06297 -0.04126
O4 -0.35861 0.18192 -1.04119
C6 1.86313 -0.17547 -0.02000
C7 2.23101 -0.13668 1.31179
C8 3.55866 0.01535 1.94130
C9 -1.31480 -0.28612 1.74070
C10 -1.76928 0.39521 2.87295
C11 -3.04313 0.14679 3.38035
C12 -3.93346 -0.65907 2.65368
C13 -3.49527 -1.30038 1.48370
C14 -2.17351 -1.16193 1.06497
H1 0.69286 0.59010 3.98369
H2 2.06810 -0.52007 3.86389
H3 0.42020 -1.19122 3.80574
H4 2.49320 -0.26545 -0.88913
H5 3.59391 0.90647 2.58663
H6 3.81884 -0.86117 2.54911
H7 4.32739 0.14398 1.17081
H8 -1.10911 1.10287 3.37482
H9 -3.34863 0.59226 4.32572
H10 -4.96118 -0.78297 2.99313
H11 -4.18997 -1.91746 0.90722
H12 -1.79102 -1.75622 0.22611

Summary:
Charge: +4
Lowest unoccupied orbital energy (alpha / beta) in eV: -14.17 / -17.14
Spin multiplicity: 10
Calculated total energy in hartree: -2865.4991
HOMO-LUMO gap (alpha / beta) in eV: 7.56 / 4.60
Energy relative to the best compared isomer or geometry (same formula, charge and spin) in eV: 0.0000

=====

Record 3
The following is a DFT calculation (the ωB97M-V functional and the def2-TZVPD basis) of a 2-piece molecular cluster, N2O2S overall in a non-equilibrium geometry.

Geometry (Å):
N1 0.70474 -0.95811 0.09297
N2 0.67611 0.01339 -0.43410
O1 0.54642 0.85447 -1.20840
O2 -1.65489 -0.58042 -0.36275
S1 -2.64576 0.14190 0.39216

Summary:
Lowest unoccupied orbital energy (alpha / beta) in eV: -1.60 / -1.63
Calculated total energy in hartree: -658.0383
SMILES: N#[N+][O-].O=S
HOMO-LUMO gap (alpha / beta) in eV: 7.80 / 7.72
Energy relative to the best compared isomer or geometry (same formula, charge and spin) in eV: 4.6443

=====

Record 4
The following is a DFT calculation (the ωB97M-V functional and the def2-TZVPD basis) of an isolated ion of composition C2H10N2O2P and charge +1 in a non-equilibrium geometry.

Geometry (Å):
C1 0.38926 1.61393 0.84525
N1 -0.27839 0.39815 0.56522
C2 0.03772 -0.69472 1.57162
P1 -0.32638 -0.10189 -1.30403
N2 -1.42957 -1.19132 -1.75796
O1 -1.02493 1.07303 -2.08707
O2 1.04190 -0.65822 -1.79681
H1 1.45063 1.53358 0.83783
H2 0.04689 2.38424 0.14835
H3 -0.02629 1.94476 1.78395
H4 1.13266 -0.95857 1.48839
H5 -0.18636 -0.21458 2.50655
H6 -0.61604 -1.56749 1.50941
H7 -1.46516 -2.14063 -1.51776
H8 -2.31403 -0.68958 -1.89340
H9 -1.02066 1.98522 -1.84206
H10 1.12107 -1.08334 -2.70808

Summary:
Charge: +1
Lowest unoccupied orbital energy in eV: -3.62
Calculated total energy in hartree: -683.3386
SMILES: C[N+](C)=P(N)(O)O
HOMO-LUMO gap in eV: 10.18
Energy relative to the best compared isomer or geometry (same formula, charge and spin) in eV: 1.2435

=====

Record 5
The following is a DFT calculation (the ωB97M-V functional and the def2-TZVPD basis) of C37H24F5InN2P2SSeTe as an isolated structure in a non-equilibrium geometry.

Geometry (Å):
In1 -1.78048 -3.07709 0.72926
F1 -8.76907 -1.80492 0.64183
C1 -7.51808 -1.85349 1.09817
C2 -6.45043 -1.86979 0.22203
F2 -6.66655 -1.84006 -1.09535
C3 -5.16326 -1.91595 0.71670
F3 -4.15515 -1.93062 -0.18751
C4 -4.85802 -1.94326 2.07751
S1 -3.25138 -1.95001 2.71350
C5 -5.97175 -1.93586 2.93101
F4 -5.77814 -1.98227 4.24836
C6 -7.26903 -1.89840 2.46134
F5 -8.29470 -1.90467 3.31242
Te1 3.10406 -1.70994 0.20716
C7 4.06151 0.20574 0.18289
C8 4.19017 0.94759 1.34825
C9 4.65727 2.25261 1.25497
N1 4.98968 2.83347 0.10608
C10 4.88228 2.10736 -1.00291
C11 4.42690 0.79600 -1.01943
C12 1.26607 -0.67097 -0.06518
P1 -0.02730 -0.68744 1.25684
C13 -0.58809 1.05380 1.33254
C14 0.31190 2.11645 1.28458
C15 -0.13922 3.41500 1.44581
C16 -1.49274 3.66430 1.63542
C17 -2.39541 2.61365 1.66439
C18 -1.94333 1.30855 1.52075
C19 0.95238 -0.78915 2.80130
C20 1.43822 -2.05235 3.14655
C21 2.21110 -2.23064 4.28151
C22 2.49032 -1.14791 5.10222
C23 1.96809 0.09986 4.79745
C24 1.19393 0.27966 3.65948
P2 0.57766 -0.78872 -1.62680
C25 -0.18391 0.75532 -2.19328
C26 0.67234 1.84811 -2.32969
C27 0.18249 3.06071 -2.77905
C28 -1.16638 3.19598 -3.07565
C29 -2.02344 2.11862 -2.92349
C30 -1.53585 0.89714 -2.48385
C31 1.71727 -1.30266 -2.93230
C32 2.13587 -0.44789 -3.94523
C33 3.03700 -0.90106 -4.89866
C34 3.51262 -2.20156 -4.84675
C35 3.06268 -3.07063 -3.86140
C36 2.16379 -2.62499 -2.90903
H1 3.91335 0.52681 2.30710
H2 4.76055 2.86575 2.14441
H3 5.16833 2.60340 -1.92531
H4 4.34717 0.25228 -1.95285
H5 1.36696 1.91952 1.12855
H6 0.56776 4.23571 1.42324
H7 -1.83838 4.68265 1.76398
H8 -3.45091 2.80729 1.80828
H9 -2.63754 0.47727 1.57851
H10 1.19615 -2.90600 2.52307
H11 2.59147 -3.21190 4.53417
H12 3.10087 -1.27755 5.98648
H13 2.15861 0.93952 5.45396
H14 0.78047 1.25455 3.44739
H15 1.72088 1.74286 -2.07125
H16 0.84899 3.90719 -2.88293
H17 -1.55035 4.14850 -3.41765
H18 -3.07829 2.21866 -3.14313
H19 -2.21575 0.06611 -2.36071
H20 1.76069 0.56494 -3.99114
H21 3.36398 -0.23521 -5.68648
H22 4.23188 -2.54346 -5.57950
H23 3.41183 -4.09414 -3.83466
H24 1.79038 -3.30128 -2.15095
Se1 -2.08491 -2.58098 -4.33376
C37 -1.27543 -2.18468 -2.90938
N2 -0.73262 -1.91543 -1.86421

Summary:
Lowest unoccupied orbital energy in eV: -0.30
Calculated total energy in hartree: -5973.6065
HOMO-LUMO gap in eV: 6.97
Energy relative to the best compared isomer or geometry (same formula, charge and spin) in eV: 2.0801